P:
{"formula": "C30H49AlN4O3PS3", "method": "wB97M-V/def2-TZVPD", "mol_weight_da": 667.9, "gap_ha": 0.3092, "total_charge": 1, "elements": ["Al", "O", "C", "O", "C", "C", "C", "C", "C", "C", "S", "H", "H", "H", "H", "C", "C", "N", "N", "C", "S", "N", "N", "H", "H", "H", "H", "H", "H", "C", "S", "C", "O", "H", "H", "H", "H", "H", "H", "C", "C", "C", "C", "C", "C", "P", "C", "C", "C", "C", "C", "C", "C", "C", "C", "C", "C", "C", "H", "H", "H", "H", "H", "H", "H", "H", "H", "H", "H", "H", "H", "H", "H", "H", "H", "H", "H", "H", "H", "H", "H", "H", "H", "H", "H", "H", "H", "H", "H", "H", "H"], "positions_angstrom": [[-0.19795, -0.47616, -0.55838], [1.75622, 2.63938, 0.76959], [0.92114, 2.12998, 0.03393], [0.95643, 0.84406, -0.20866], [-0.11925, 2.95295, -0.65162], [0.13312, 4.32815, -0.67282], [-0.72494, 5.21431, -1.28992], [-1.87532, 4.72699, -1.89487], [-2.14907, 3.37249, -1.87377], [-1.28656, 2.46147, -1.25936], [-1.87361, 0.78215, -1.30158], [1.03412, 4.67802, -0.18900], [-0.50215, 6.27215, -1.29910], [-2.56604, 5.40201, -2.38290], [-3.05248, 2.99811, -2.33736], [2.63478, 2.28087, 4.20850], [1.43104, 1.49411, 3.87224], [0.27615, 1.53898, 4.46526], [-0.48085, 0.63893, 3.79424], [0.16676, 0.05064, 2.78720], [-0.52004, -1.11700, 1.73109], [1.39843, 0.57943, 2.84617], [2.53330, 0.20332, 2.13047], [2.41719, 2.90873, 5.06770], [2.91994, 2.90948, 3.36398], [3.46753, 1.61584, 4.43744], [-1.44888, 0.50419, 4.03505], [2.21405, -0.49155, 1.45968], [2.74119, 1.02297, 1.54298], [-3.82034, -1.88826, -1.28251], [-2.43201, -2.98760, -1.06071], [-2.81258, -3.57088, 0.58522], [-1.18816, -2.11468, -0.89671], [-4.71567, -2.51021, -1.29316], [-3.69976, -1.39134, -2.24284], [-3.85280, -1.15199, -0.48144], [-3.79099, -4.04893, 0.54966], [-2.81017, -2.73146, 1.27810], [-2.05488, -4.30102, 0.86253], [5.68608, 0.18524, -2.21916], [4.57014, 1.19868, -2.44931], [3.23794, 0.49474, -2.77010], [3.17077, -0.90356, -2.12208], [3.87944, -0.84128, -0.76640], [5.39037, -0.66260, -0.97349], [1.45919, -1.56440, -2.02151], [1.56294, -3.38465, -1.72366], [2.69264, -4.13110, -2.48145], [3.81081, -4.58000, -1.54452], [3.29533, -5.55143, -0.47393], [1.85572, -5.21864, -0.04989], [1.58357, -3.72912, -0.22289], [0.68319, -1.43738, -3.68881], [1.42302, -2.14088, -4.84262], [0.88123, -1.67708, -6.20709], [-0.60067, -1.32639, -6.11412], [-0.80815, -0.11628, -5.18449], [0.30240, -0.01855, -4.13191], [6.64854, 0.68570, -2.11250], [5.77438, -0.45519, -3.10199], [4.82584, 1.87301, -3.26711], [4.45646, 1.82485, -1.55999], [3.12611, 0.39624, -3.85035], [2.40799, 1.10949, -2.41456], [3.71722, -1.60613, -2.75993], [3.68986, -1.71861, -0.14669], [3.47910, 0.02297, -0.23590], [5.87301, -1.63893, -1.06052], [5.81225, -0.18457, -0.08714], [0.60038, -3.73830, -2.11027], [3.10721, -3.52267, -3.28317], [2.26453, -5.00934, -2.97189], [4.26243, -3.70136, -1.07422], [4.60586, -5.05104, -2.12390], [3.95408, -5.51334, 0.39562], [3.34087, -6.57502, -0.84977], [1.68340, -5.52386, 0.98310], [1.14125, -5.77901, -0.66190], [2.35870, -3.16628, 0.30445], [0.63895, -3.43671, 0.23572], [-0.25866, -1.97635, -3.51074], [1.30300, -3.22211, -4.74764], [2.49616, -1.93650, -4.79003], [1.05482, -2.45619, -6.94988], [1.43374, -0.79868, -6.55006], [-1.14969, -2.19619, -5.73969], [-1.00823, -1.11653, -7.10300], [-1.77566, -0.18725, -4.67937], [-0.82975, 0.80697, -5.76616], [-0.02903, 0.60397, -3.30073], [1.17636, 0.47106, -4.55965]], "nbo_charge": [1.49, -0.66, 0.82, -0.95, -0.25, -0.14, -0.23, -0.17, -0.26, -0.01, -0.39, 0.24, 0.22, 0.22, 0.22, -0.67, 0.38, -0.23, -0.33, 0.26, -0.28, -0.18, -0.61, 0.26, 0.26, 0.25, 0.44, 0.38, 0.41, -0.82, 1.30, -0.82, -1.07, 0.25, 0.27, 0.26, 0.25, 0.26, 0.26, -0.41, -0.39, -0.40, -0.54, -0.41, -0.40, 0.96, -0.52, -0.41, -0.40, -0.40, -0.40, -0.40, -0.52, -0.40, -0.40, -0.41, -0.40, -0.41, 0.23, 0.19, 0.22, 0.20, 0.21, 0.22, 0.23, 0.21, 0.21, 0.21, 0.21, 0.23, 0.21, 0.22, 0.19, 0.22, 0.21, 0.21, 0.22, 0.19, 0.20, 0.22, 0.23, 0.21, 0.20, 0.22, 0.20, 0.19, 0.22, 0.20, 0.22, 0.23, 0.21]}

=====

Q:
{"formula": "C30H49AlN4O3PS3", "method": "wB97M-V/def2-TZVPD", "mol_weight_da": 667.9, "gap_ha": 0.2908, "total_charge": 1, "elements": ["Al", "O", "C", "O", "C", "C", "C", "C", "C", "C", "S", "H", "H", "H", "H", "C", "C", "N", "N", "C", "S", "N", "N", "H", "H", "H", "H", "H", "H", "C", "S", "C", "O", "H", "H", "H", "H", "H", "H", "C", "C", "C", "C", "C", "C", "P", "C", "C", "C", "C", "C", "C", "C", "C", "C", "C", "C", "C", "H", "H", "H", "H", "H", "H", "H", "H", "H", "H", "H", "H", "H", "H", "H", "H", "H", "H", "H", "H", "H", "H", "H", "H", "H", "H", "H", "H", "H", "H", "H", "H", "H"], "positions_angstrom": [[0.08801, 0.11796, 0.17194], [2.52821, 1.02699, 3.06387], [1.39004, 0.84106, 2.69663], [1.11993, 0.74490, 1.40043], [0.23790, 0.69087, 3.60585], [0.39843, 1.20995, 4.89225], [-0.61241, 1.14816, 5.82351], [-1.81218, 0.54089, 5.48069], [-1.98289, 0.01270, 4.21832], [-0.97736, 0.08557, 3.25807], [-1.38100, -0.69725, 1.71925], [1.34831, 1.66210, 5.12780], [-0.47225, 1.57095, 6.80505], [-2.61592, 0.48193, 6.19657], [-2.90657, -0.46818, 3.93747], [2.06073, -5.05471, 1.11485], [1.05963, -4.47187, 0.20175], [0.31060, -5.12298, -0.62378], [-0.43634, -4.20694, -1.27179], [-0.15891, -2.95419, -0.86448], [-0.77712, -1.52496, -1.44735], [0.81045, -3.11358, 0.09023], [1.38266, -2.04399, 0.75315], [2.01730, -6.13692, 1.03179], [1.86038, -4.77116, 2.14840], [3.06740, -4.72617, 0.85105], [-1.12057, -4.48526, -1.95822], [2.39684, -2.14657, 0.80216], [1.01686, -1.95300, 1.70617], [3.21273, 2.29331, -1.80631], [2.83788, 0.99064, -0.58239], [3.94075, -0.28395, -1.29490], [1.46432, 0.47467, -1.04410], [4.26139, 2.55405, -1.71892], [2.62372, 3.16909, -1.55164], [2.97976, 1.95749, -2.81170], [4.92516, 0.13716, -1.46030], [3.52079, -0.66181, -2.22133], [4.01927, -1.08904, -0.57175], [-5.71070, 3.02411, -1.58783], [-5.15872, 1.89679, -2.45528], [-3.61870, 1.91851, -2.46770], [-3.04867, 2.52735, -1.17690], [-3.95224, 2.07189, -0.03058], [-5.27666, 2.84027, -0.12668], [-1.23100, 2.12991, -0.92787], [-0.60029, 3.50502, 0.18166], [-0.91090, 4.96093, -0.22210], [-1.79424, 5.66822, 0.80104], [-1.12206, 5.71187, 2.17486], [-0.45673, 4.36820, 2.51742], [-1.02076, 3.26211, 1.63378], [-0.39433, 2.51570, -2.56773], [-0.77148, 3.81256, -3.30038], [-0.45291, 3.72319, -4.79750], [0.81945, 2.92048, -5.03825], [0.58732, 1.45694, -4.63517], [-0.47117, 1.32938, -3.53311], [-6.79889, 3.05103, -1.65045], [-5.34781, 3.97553, -1.98187], [-5.52416, 2.00952, -3.47756], [-5.52936, 0.93962, -2.08401], [-3.28809, 2.49972, -3.32806], [-3.24430, 0.89755, -2.57697], [-3.08919, 3.62336, -1.22607], [-3.50738, 2.23239, 0.95045], [-4.12606, 0.99995, -0.13271], [-5.17555, 3.82276, 0.34075], [-6.04254, 2.29539, 0.42535], [0.49189, 3.35545, 0.14656], [-1.40608, 5.00648, -1.18821], [0.02413, 5.51886, -0.30511], [-2.75580, 5.15642, 0.86966], [-1.99541, 6.68363, 0.45673], [-1.87331, 5.96009, 2.92533], [-0.36909, 6.50367, 2.18812], [-0.61725, 4.12083, 3.56915], [0.62288, 4.42605, 2.36378], [-2.10204, 3.25101, 1.73792], [-0.65066, 2.29493, 1.96432], [0.64997, 2.60061, -2.25582], [-0.19494, 4.63687, -2.87689], [-1.83127, 4.04864, -3.19495], [-0.35302, 4.73573, -5.19006], [-1.27062, 3.24059, -5.33588], [1.63776, 3.36574, -4.46514], [1.09374, 2.97004, -6.09062], [1.52280, 1.00097, -4.30501], [0.24759, 0.89118, -5.50368], [-0.31760, 0.39456, -2.98919], [-1.45735, 1.28244, -3.98723]], "mulliken_charge": [0.58, -0.68, 0.49, -0.06, 0.14, -0.91, -0.69, -0.63, -1.08, 1.23, -0.43, 0.50, 0.43, 0.44, 0.49, -1.30, 1.00, -0.84, 0.28, 0.23, -0.41, 0.33, -0.66, 0.37, 0.32, 0.30, 0.18, 0.29, 0.32, -0.99, 0.71, -1.18, -0.29, 0.63, 0.21, 0.21, 0.52, 0.32, 0.32, -0.71, -0.93, -0.52, 0.75, -0.37, -0.98, -0.51, 0.63, -0.76, -0.68, -0.95, -0.86, 0.39, 2.61, -0.87, -0.93, -0.67, -0.78, -0.02, 0.50, 0.27, 0.47, 0.37, 0.11, 0.08, 0.43, 0.06, 0.48, 0.25, 0.50, 0.55, 0.14, 0.43, -0.01, 0.55, 0.40, 0.35, 0.39, 0.38, -0.05, -1.05, -1.30, 0.37, 0.09, 0.55, 0.32, 0.20, 0.51, 0.09, 0.51, -0.94, 0.43]}

=====

From most stable to least stable, the computed energies give P, Q.